# 1
ORCA calculation (ωB97M-V/def2-TZVPD) on 2 unconnected molecules or ions with the total composition C19H27N5O2 in a non-equilibrium geometry.

Calculated values
Net charge   0
Total energy   -31687.8557 eV
Spin multiplicity   1
Energy above the lowest of the compared OMol25 structures with the same formula, charge and spin   58.01 kJ/mol
HOMO energy   -0.29954 Eh
Kohn-Sham gap   8.50 eV

CARTESIAN COORDINATES (ANGSTROEM)
O: -1.31677 -0.29542 -4.82355
O: -3.35220 3.32450 -3.92859
N: 0.31165 0.85369 2.04362
C: -2.38819 0.21563 -4.53840
C: -4.13304 2.69949 -3.21848
C: 1.04899 -0.13709 1.51108
C: -0.91901 1.01825 1.59725
C: 4.62476 0.68546 2.35068
C: 3.28486 0.81440 1.98489
C: 0.53636 -0.96933 0.50606
C: -1.50150 0.24451 0.60653
C: 5.12942 -0.56228 2.71678
C: 2.96024 -1.55984 2.32798
C: 2.44034 -0.30481 1.95281
C: -0.75690 -0.77838 0.02637
C: 4.30114 -1.69415 2.73180
N: -1.59810 2.00968 2.22259
N: -5.29236 3.22254 -2.80080
N: -2.60163 0.67853 -3.30816
N: 5.69656 -2.84381 4.35988
C: -3.48897 0.28484 -5.57831
C: -1.30280 -1.63103 -1.08422
C: -5.73851 4.57688 -3.12567
C: 6.35634 -4.03576 4.90705
C: -3.84055 1.25875 -2.77415
C: 4.86093 -3.02823 3.16210
H: 5.27189 1.55721 2.35564
H: 2.89455 1.79003 1.70670
H: 1.16972 -1.73855 0.07825
H: -2.51579 0.45156 0.29323
H: 6.17304 -0.65540 3.00489
H: 2.31511 -2.43331 2.31785
H: -2.58631 1.84196 2.35886
H: -1.07031 2.37642 3.00897
H: -5.89690 2.65051 -2.23318
H: -1.79377 0.65716 -2.70526
H: 5.17407 -2.34721 5.08297
H: -4.36920 -0.24260 -5.22127
H: -3.13321 -0.18385 -6.49449
H: -3.72496 1.32776 -5.78088
H: -1.08955 -2.68651 -0.89033
H: -2.38626 -1.50949 -1.17349
H: -0.83826 -1.35225 -2.03526
H: -6.72375 4.76702 -2.69795
H: -5.78776 4.69889 -4.20975
H: -5.02738 5.30465 -2.72898
H: 5.61217 -4.77257 5.22524
H: 7.00267 -4.49384 4.15173
H: 6.97036 -3.76484 5.77108
H: -3.77970 1.25656 -1.68647
H: -4.68625 0.63200 -3.05631
H: 5.45850 -3.45220 2.34787
H: 4.04623 -3.72611 3.38317


# 2
ORCA calculation (ωB97M-V/def2-TZVPD) on 2 unconnected molecules or ions with the total composition C19H27NO3 in a non-equilibrium geometry.

Calculated values
Net charge   0
Total energy   -27772.5472 eV
Spin multiplicity   1
Energy above the lowest of the compared OMol25 structures with the same formula, charge and spin   332.77 kJ/mol
HOMO energy   -0.25406 Eh
Kohn-Sham gap   7.12 eV

CARTESIAN COORDINATES (ANGSTROEM)
C: -2.80530 2.66259 -3.37171
C: -2.73684 1.31010 -2.70285
O: -2.30926 1.56220 -1.34460
C: -2.09060 0.43854 -0.61996
C: -1.78819 0.79549 0.77154
C: -1.76986 -0.20856 1.76720
O: -1.80884 -1.43326 1.50217
C: -1.60839 0.23230 3.21136
C: -2.04766 1.66837 3.51033
C: -1.48520 2.64992 2.49550
C: -1.85836 2.24716 1.06217
O: -2.13926 -0.66304 -1.15230
H: -3.07271 2.53848 -4.42585
H: -3.56465 3.29544 -2.89039
H: -1.83721 3.17959 -3.31674
H: -3.72006 0.81710 -2.67772
H: -2.01650 0.64443 -3.19807
H: -2.16274 -0.46547 3.85048
H: -0.54165 0.11274 3.46830
H: -3.14508 1.71745 3.49207
H: -1.72416 1.95100 4.51899
H: -1.88535 3.65271 2.67893
H: -0.39267 2.73047 2.56726
H: -1.22737 2.79433 0.34221
H: -2.89379 2.59887 0.89175
C: 1.71662 -1.33879 1.26505
N: 0.75392 -1.52444 0.18292
C: 1.07194 -0.83416 -1.06353
C: -0.24554 -2.36982 0.37514
C: -0.95072 -3.05986 -0.68899
C: -0.40261 -3.32079 -1.97197
C: -1.18736 -3.89026 -2.96674
C: -2.50385 -4.28637 -2.70426
C: -3.36331 -4.81635 -3.81162
C: -2.99981 -4.17017 -1.39766
C: -2.24172 -3.56039 -0.41405
H: 2.49815 -0.66874 0.90594
H: 1.21739 -0.89394 2.13376
H: 2.15103 -2.30543 1.55462
H: 1.54904 0.11334 -0.78975
H: 1.80574 -1.39758 -1.65712
H: 0.18003 -0.62145 -1.65882
H: -0.25356 -2.86097 1.35072
H: 0.63493 -3.06675 -2.19165
H: -0.77465 -4.03196 -3.97017
H: -4.35587 -5.07468 -3.42758
H: -3.48507 -4.06487 -4.60383
H: -2.91550 -5.70285 -4.28080
H: -4.00648 -4.52876 -1.16792
H: -2.65250 -3.37973 0.57696


# 3
ORCA calculation (ωB97M-V/def2-TZVPD) on C19H27NO3 in the gas phase.

Calculated values
Net charge   0
Total energy   -27774.4599 eV
Spin multiplicity   1
Energy above the lowest of the compared OMol25 structures with the same formula, charge and spin   148.21 kJ/mol
HOMO energy   -0.31653 Eh
Kohn-Sham gap   9.25 eV

CARTESIAN COORDINATES (ANGSTROEM)
C: -5.26857 -2.90929 -1.08052
C: -5.36112 -1.41274 -0.80803
C: -5.00103 -1.08487 0.63967
C: -5.15369 0.39742 0.98339
C: -4.06220 1.26749 0.36669
O: -2.83079 0.90471 0.96180
C: -1.70131 1.54880 0.59049
C: -1.62643 2.54341 -0.38306
C: -0.40892 3.12319 -0.67437
C: 0.76151 2.73600 -0.02246
C: 0.67756 1.74573 0.96121
C: -0.53297 1.16423 1.25822
H: -0.61059 0.40353 2.01936
H: 1.55147 1.43872 1.51257
C: 2.02080 3.41432 -0.39971
O: 2.01989 4.43204 -1.06170
C: 3.31559 2.77801 0.05543
C: 3.49922 1.35805 -0.49557
C: 3.84342 0.36895 0.61203
O: 3.85321 0.67180 1.79248
N: 4.12119 -0.88179 0.20376
C: 4.06191 -1.39315 -1.15052
C: 4.52083 -2.84664 -1.02173
H: 5.60625 -2.90391 -1.10850
C: 4.09395 -3.21801 0.39705
C: 4.38930 -1.93775 1.16836
H: 5.43833 -1.89448 1.48258
H: 3.76294 -1.79482 2.05044
H: 3.02570 -3.43576 0.42314
H: 4.63669 -4.07419 0.79034
H: 4.07629 -3.48607 -1.78125
H: 3.03443 -1.33912 -1.53214
H: 4.70641 -0.81890 -1.82160
H: 4.28926 1.34109 -1.24725
H: 2.58120 1.00992 -0.97739
H: 4.13618 3.42308 -0.26032
H: 3.32887 2.72476 1.14825
H: -0.34159 3.89640 -1.42555
H: -2.50741 2.87150 -0.91209
H: -4.01742 1.11768 -0.71941
H: -4.27527 2.32706 0.56473
H: -6.12350 0.76250 0.64051
H: -5.10421 0.52006 2.06662
H: -5.65148 -1.66283 1.29984
H: -3.97152 -1.38615 0.83945
H: -6.37813 -1.06948 -1.01318
H: -4.68944 -0.88667 -1.48891
H: -5.52721 -3.12783 -2.11405
H: -5.94924 -3.45802 -0.43326
H: -4.25835 -3.26798 -0.89586


# 4
ORCA calculation (ωB97M-V/def2-TZVPD) on a molecular structure, C19H28BEuN7Si in a non-equilibrium geometry.

Calculated values
Net charge   0
Total energy   -58473.4240 eV
Spin multiplicity   8
HOMO energy (alpha / beta)   -0.25293 / -0.25584 Eh
Kohn-Sham gap (alpha / beta)   6.90 / 6.98 eV

CARTESIAN COORDINATES (ANGSTROEM)
H: 0.39248 -0.25661 -3.70681
N: 0.01300 1.17889 -2.15874
B: -0.17501 3.49768 -0.87042
N: 0.15985 2.56803 -2.09536
C: 0.55984 3.01769 -3.29643
Eu: -1.28532 -0.60357 -1.01471
H: 0.62114 4.09474 -3.42505
C: 0.77277 1.93951 -4.15602
H: 1.14345 1.97444 -5.16476
C: 0.40180 0.79228 -3.41241
H: -0.35736 4.60994 -1.28025
C: 1.23261 -0.90041 3.69304
H: 0.96194 -1.89614 3.31719
H: 0.85816 -0.13098 3.00569
H: 0.82654 -0.75274 4.70345
N: 1.01581 3.55682 0.18301
N: -1.50095 2.97698 -0.21999
N: 1.42578 2.32857 0.63786
N: -1.75386 1.62722 0.01113
C: 1.73662 4.50185 0.82230
C: -2.58534 3.70097 0.14241
H: 1.61268 5.54474 0.61313
H: -2.58032 4.76281 -0.03491
C: 2.59658 3.87206 1.74000
C: -3.56066 2.82954 0.65753
C: 2.32955 2.50014 1.57983
C: -3.01020 1.53831 0.53386
H: 3.28939 4.33075 2.40348
H: -4.52677 3.09309 1.05876
H: 2.77259 1.67309 2.12348
H: -3.43971 0.56297 0.79724
H: 2.29819 -0.83862 3.73020
C: -3.22906 -1.05754 -2.55792
Si: -2.87163 -2.93267 -2.25894
C: -4.28652 -3.66991 -1.26913
C: -2.54045 -3.71499 -3.92414
N: -1.42812 -2.99631 -1.28199
C: -0.67961 -4.02250 -0.81051
C: 0.49197 -3.68297 -0.07481
C: 1.29594 -4.67344 0.46737
C: 1.01219 -6.03053 0.27334
C: -0.12244 -6.37245 -0.46569
C: -0.99328 -5.40868 -0.97331
H: -4.08816 -1.02684 -3.24521
H: -2.42492 -0.48903 -3.09789
H: -3.57364 -0.47864 -1.65998
H: -5.23227 -3.76027 -1.82492
H: -4.04454 -4.67317 -0.89094
H: -4.48941 -3.03388 -0.39250
H: -1.73066 -3.16400 -4.42580
H: -2.21822 -4.76059 -3.83713
H: -3.40080 -3.70598 -4.60840
H: 0.75193 -2.62065 0.02817
H: 2.14241 -4.38267 1.07293
H: 1.68712 -6.79278 0.66216
H: -0.33121 -7.42545 -0.61137
H: -1.88879 -5.73163 -1.51111


# 5
ORCA calculation (ωB97M-V/def2-TZVPD) on a molecular structure, C19H28BaClO6 in a non-equilibrium geometry.

Calculated values
Net charge   -1
Total energy   -45630.5263 eV
Spin multiplicity   1
HOMO energy (alpha / beta)   -0.10986 / -0.09045 Eh
Kohn-Sham gap (alpha / beta)   4.88 / 4.35 eV

CARTESIAN COORDINATES (ANGSTROEM)
O: 0.29352 0.06750 0.11558
C: -1.05515 0.55900 -0.14484
C: -1.59801 -0.86295 -0.17860
H: -1.08298 1.11094 -1.07888
H: -1.40035 1.20382 0.65662
C: -0.14072 -1.34210 -0.09108
H: -2.12679 -1.15058 -1.08272
H: -2.19345 -1.13076 0.69010
C: 0.40067 -1.86608 -1.39919
H: 0.31834 -1.11318 -2.17974
H: -0.17123 -2.74084 -1.70818
H: 1.44326 -2.15890 -1.31563
C: 0.21115 -2.21572 1.08157
H: -0.28709 -1.88641 1.98858
H: 1.28341 -2.21024 1.26184
H: -0.09415 -3.24169 0.87841
Ba: 1.97383 1.21582 1.02361
C: 2.65854 1.43398 3.26696
C: 1.96467 2.61012 2.91838
C: 0.60935 2.26130 2.72376
H: 2.38299 3.59582 2.81065
C: 0.47904 0.88250 2.93228
C: 1.74671 0.35432 3.24502
H: 1.97633 -0.67747 3.45127
H: 3.70512 1.37133 3.50419
H: -0.16588 2.93227 2.40347
H: -0.42825 0.31573 2.81631
C: 4.32810 1.56735 0.66119
C: 4.13887 0.21756 1.04083
C: 3.37367 -0.41475 0.04729
H: 4.50601 -0.24848 1.93825
C: 3.09021 0.54841 -0.95202
C: 3.69585 1.76071 -0.57446
H: 3.60608 2.69399 -1.09845
H: 4.84452 2.32154 1.23078
H: 3.08787 -1.45151 0.04372
H: 2.47472 0.40578 -1.82192
O: -4.27037 -0.83254 -2.86036
C: -4.57403 -2.20487 -2.58524
C: -5.81272 -2.54218 -3.39972
H: -4.76413 -2.32731 -1.51299
H: -3.70828 -2.81438 -2.84631
C: -6.53656 -1.20168 -3.42879
H: -6.40162 -3.34337 -2.95728
H: -5.53481 -2.84477 -4.40979
C: -5.37490 -0.22708 -3.54230
H: -7.07805 -1.04321 -2.49562
H: -7.24465 -1.10889 -4.24985
H: -5.58025 0.74176 -3.08568
H: -5.10567 -0.05748 -4.59085
O: 5.27822 4.26841 1.75116
Cl: 4.83569 2.98379 2.51573
O: 6.07312 2.10674 2.88206
O: 4.42100 3.55230 3.87631
O: 3.52919 2.17667 1.83455


# 6
ORCA calculation (ωB97M-V/def2-TZVPD) on a molecular structure, C19H28BrKN3O7PSe.

Calculated values
Net charge   -2
Total energy   -199966.2199 eV
Spin multiplicity   1
Energy above the lowest of the compared OMol25 structures with the same formula, charge and spin   22.07 kJ/mol
HOMO energy   -0.07665 Eh
Kohn-Sham gap   5.94 eV

CARTESIAN COORDINATES (ANGSTROEM)
K: 0.19651 -0.75080 0.19710
Br: -2.39287 1.63669 -5.98535
C: -0.77468 0.96022 -5.22428
C: 0.26877 0.80479 -6.13080
C: 1.49988 0.33889 -5.69809
C: 1.68954 0.04928 -4.35594
C: 0.63962 0.22134 -3.47253
C: -0.62562 0.66154 -3.87233
C: -1.72358 0.72501 -2.76409
O: -2.88483 0.93699 -3.13856
O: -1.29767 0.52129 -1.60229
H: 0.10584 1.04962 -7.17186
H: 2.30575 0.20975 -6.41160
H: 2.64366 -0.30977 -3.99117
H: 0.74867 0.04011 -2.41542
O: 4.12703 -3.15574 0.95109
Se: 2.68532 -2.40426 1.00981
O: 2.81350 -0.78038 0.74013
O: 1.64052 -2.97164 -0.13448
O: 1.95168 -2.59767 2.47620
O: -1.10795 0.23710 2.23927
P: -1.84568 -0.07300 3.47445
N: -1.39662 -1.44345 4.25917
C: -2.17197 -2.57071 4.77286
C: -1.13507 -3.42126 5.51833
C: 0.18372 -3.07185 4.83639
C: 0.04693 -1.58071 4.56883
N: -1.59090 1.19370 4.55374
C: -0.46139 2.12001 4.32894
C: 0.08504 2.38920 5.73078
C: -1.14835 2.22704 6.61819
C: -1.85516 1.03368 5.98269
N: -3.46502 -0.22971 3.16407
C: -3.98661 0.53082 2.00927
C: -5.46713 0.18308 2.02405
C: -5.77385 0.13023 3.51992
C: -4.53990 -0.56642 4.10004
H: -2.62385 -3.13657 3.95100
H: -2.97711 -2.25372 5.44171
H: -1.38163 -4.48323 5.47535
H: -1.10663 -3.12523 6.57228
H: 0.30594 -3.56685 3.87211
H: 1.06457 -3.30377 5.43331
H: 0.67752 -1.30422 3.72191
H: 0.31229 -0.98240 5.45440
H: -0.81141 3.04521 3.86066
H: 0.27693 1.67595 3.66432
H: 0.54707 3.37333 5.81331
H: 0.83517 1.63870 5.99035
H: -1.77969 3.11668 6.54146
H: -0.91438 2.06244 7.67107
H: -2.92696 1.03284 6.19608
H: -1.43797 0.09108 6.36215
H: -3.47060 0.24930 1.09431
H: -3.84836 1.61022 2.14965
H: -5.62116 -0.79878 1.57030
H: -6.06964 0.91080 1.48171
H: -6.69751 -0.39626 3.76440
H: -5.84609 1.14753 3.91399
H: -4.69506 -1.64867 4.13705
H: -4.32935 -0.23045 5.11810


# 7
ORCA calculation (ωB97M-V/def2-TZVPD) on a molecular structure, C19H28CdNP in a non-equilibrium geometry.

Calculated values
Net charge   0
Total energy   -35495.5048 eV
Spin multiplicity   1
HOMO energy   -0.23552 Eh
Kohn-Sham gap   6.78 eV

CARTESIAN COORDINATES (ANGSTROEM)
C: 0.90344 2.76056 -2.38843
C: -0.38318 2.33208 -2.09303
C: -0.59710 1.27870 -1.18853
C: 0.49375 0.62945 -0.62545
C: 1.79302 1.03982 -0.92103
C: 1.99701 2.14158 -1.78239
C: -2.06016 0.93022 -0.97177
C: -2.48346 -0.50441 -0.59735
N: -1.55013 -1.60610 -0.98781
Cd: -0.09517 -1.05210 0.69202
C: 3.01354 0.35879 -0.33218
P: 2.56920 -1.36646 0.22195
H: -1.27420 2.75680 -2.56295
H: 3.01839 2.49115 -1.96172
H: 1.03671 3.57037 -3.10325
H: 3.38432 0.89131 0.56564
H: 3.85154 0.29746 -1.05443
H: -2.41144 1.55533 -0.13878
H: -2.63288 1.28482 -1.85360
H: -2.64639 -0.56695 0.49789
C: 4.10386 -1.86068 1.03771
C: 2.66951 -2.20737 -1.41151
H: -3.43910 -0.73448 -1.07696
C: -0.93509 -1.44527 -2.33674
C: -2.36005 -2.86898 -1.07474
H: 0.20615 -1.44845 2.57960
H: -1.44561 -2.06974 -3.08712
H: -1.01588 -0.41280 -2.64768
H: 0.12436 -1.71212 -2.32835
H: -2.53225 -3.12861 -2.12955
H: -1.89929 -3.75397 -0.63663
H: -3.34348 -2.76238 -0.61009
H: 3.71512 -2.21372 -1.75600
H: 2.32884 -3.24356 -1.25640
H: 2.04389 -1.71961 -2.17651
H: 4.96904 -1.69919 0.39044
H: 4.22358 -1.28106 1.95675
H: 4.02006 -2.92236 1.27775
H: 0.09581 -2.19681 2.26171
C: -2.11823 2.75928 3.61529
C: -2.72509 1.50207 3.56460
C: -2.07883 0.43048 2.88442
C: -0.87177 0.62863 2.24120
C: -0.24452 1.85851 2.33298
C: -0.86403 2.93412 3.02554
H: -2.62863 3.60028 4.09627
H: -3.70474 1.34577 4.02920
H: -2.57500 -0.54521 2.87687
H: 0.72326 2.03841 1.86178
H: -0.36867 3.90647 3.08134


# 8
ORCA calculation (ωB97M-V/def2-TZVPD) on a molecular structure, C19H28F5LuO3Te in a non-equilibrium geometry.

Calculated values
Net charge   0
Total energy   -80801.1911 eV
Spin multiplicity   1
Energy above the lowest of the compared OMol25 structures with the same formula, charge and spin   33.83 kJ/mol
HOMO energy   -0.27367 Eh
Kohn-Sham gap   6.15 eV

CARTESIAN COORDINATES (ANGSTROEM)
O: 0.12682 0.50236 -0.44685
C: 1.36513 0.46229 -1.26930
C: 0.78802 1.45835 -2.27637
H: 1.58978 -0.57620 -1.55965
H: 2.19089 0.90971 -0.71130
C: -0.46381 1.52251 -1.37535
H: 0.62500 1.02091 -3.24755
H: 1.38619 2.35798 -2.39907
C: -1.78529 1.00568 -1.91446
H: -1.74613 -0.05243 -2.20050
H: -2.13118 1.62644 -2.75246
H: -2.55767 1.08539 -1.14613
C: -0.66642 2.83276 -0.64305
H: 0.25761 3.18277 -0.18490
H: -1.38513 2.69919 0.17582
H: -1.06087 3.60108 -1.32068
Lu: -0.17602 -0.23933 1.70986
C: 0.68852 1.65635 3.58707
C: 1.90312 0.91369 3.46291
C: 2.48883 1.20756 2.20110
H: 2.34597 0.29622 4.22389
C: 1.66086 2.17506 1.55784
C: 0.53553 2.41935 2.39066
H: -0.25866 3.13703 2.19448
H: 0.07517 1.72337 4.48518
H: 3.42992 0.82341 1.81829
H: 1.92624 2.70795 0.63911
C: -1.95326 -0.28915 3.51723
C: -2.18373 0.95212 2.84497
C: -2.55358 0.66784 1.50260
H: -2.16796 1.94265 3.29587
C: -2.53706 -0.75401 1.33104
C: -2.18562 -1.34320 2.58762
H: -2.19022 -2.40862 2.81525
H: -1.78883 -0.40362 4.57855
H: -2.93022 1.39011 0.78811
H: -2.84126 -1.28793 0.43452
O: -0.10017 -1.28003 -3.10721
C: -0.60296 -0.65518 -4.33994
C: 0.14567 -1.19162 -5.57748
H: -0.53558 0.44359 -4.27287
H: -1.68335 -0.86435 -4.45505
C: 1.08973 -2.27741 -5.02526
H: 0.70786 -0.40491 -6.10531
H: -0.61319 -1.59220 -6.26254
C: 0.79439 -2.35333 -3.51135
H: 2.13602 -2.00000 -5.19415
H: 0.93900 -3.24570 -5.50906
H: 1.69394 -2.24429 -2.89498
H: 0.34084 -3.32512 -3.26075
F: 0.51408 -1.01721 5.25304
Te: 1.14267 -2.57587 4.35942
F: 1.71945 -4.19496 3.56005
F: 2.90274 -1.84510 4.35219
F: 1.45927 -3.30092 6.09823
F: -0.62180 -3.25552 4.47614
O: 0.75070 -1.74551 2.72253


> Which of these has the lowest net charge?

C19H28BrKN3O7PSe


> Number 4 is which compound?

C19H28BEuN7Si


> total energy of number 5 (C19H28BaClO6)?

-45630.5263 eV